Below is the ion C5H11N4 with charge +1 in a non-equilibrium geometry, with properties calculated with the ωB97M-V functional and the def2-TZVPD basis.

Summary:
* E_tot: -11315.5488 eV
* gap between HOMO and LUMO: 9.651 eV
* charge: +1
* lowest unoccupied orbital energy: -4.082 eV
* highest occupied orbital energy: -13.73 eV

Cartesian coordinates (Å):
C -0.39793 -0.71991 1.46534
C -0.27089 -0.55526 -0.04011
N -1.51027 -0.98067 -0.75140
N 0.91907 -1.27682 -0.55306
C 2.04711 -0.76542 -0.34129
C 2.11122 0.64420 0.28219
N 1.12839 1.41570 0.22647
C -0.01702 0.86318 -0.47826
N -1.38623 1.66929 -0.19264
H -1.36728 -0.33246 1.81835
H 0.53346 -0.28274 1.95498
H -0.38905 -1.77204 1.70971
H -1.88494 -1.88339 -0.39022
H -1.15218 -1.04024 -1.76921
H -2.05340 -0.10421 -0.67078
H 2.87360 -1.27985 -0.79847
H 3.03400 1.02417 0.62876
H 0.29134 0.78885 -1.46083
H -1.19490 2.40235 0.44619
H -1.31411 2.18524 -1.08572

Forces on the atoms, in the same order (eV/Å):
0.4857 0.1343 0.2924
2.1776 0.1778 0.9423
2.0618 -0.5100 -1.8823
-1.8775 -1.1327 -0.0125
-0.4920 1.6527 0.1320
0.7365 -1.5735 -0.9870
-0.9854 0.4314 -0.3954
-2.5413 1.1355 4.3669
2.9671 -1.5670 -3.6192
0.6416 0.3122 0.1139
-1.7158 -0.3418 -0.4153
0.0324 -0.4586 0.0131
-0.0353 0.9284 -0.5392
-1.2492 -0.5157 1.6548
-0.9863 -0.1998 0.3089
0.6672 0.0539 0.2749
0.9383 0.2056 0.7121
-0.0992 0.5694 -2.6940
0.4059 0.5548 1.2795
-1.1320 0.1428 0.4541